A 7-piece molecular cluster, C54H110BF4N6O5 overall, computed with ωB97M-V/def2-TZVPD.

Atoms and positions in Å:
C: -3.22783 -0.81602 -1.13868
C: -3.26261 -0.75577 -2.66748
C: -4.64658 -0.46896 -3.30711
C: -4.57417 -0.60925 -4.82231
N: -5.90250 -0.51022 -5.60732
C: -6.48771 0.87960 -5.41332
C: -7.25504 1.20235 -6.68208
C: -6.75453 0.17485 -7.71567
C: -5.56786 -0.55253 -7.09842
C: -6.80897 -1.64936 -5.24668
H: -3.79068 -1.66988 -0.76571
H: -3.84224 0.03549 -0.81814
H: -2.25916 -0.59011 -0.69018
H: -3.06741 -1.77992 -3.00995
H: -2.41952 -0.26175 -3.15205
H: -5.02732 0.51521 -3.02199
H: -5.37835 -1.16739 -2.89743
H: -4.18281 -1.59794 -5.06954
H: -3.91224 0.11166 -5.30043
H: -7.08895 0.99915 -4.51157
H: -5.65215 1.55790 -5.24443
H: -8.34100 1.21588 -6.75369
H: -6.98390 2.22668 -6.94187
H: -7.54165 -0.55530 -7.91101
H: -6.58239 0.61970 -8.69411
H: -5.23043 -1.53356 -7.43368
H: -4.62979 -0.02661 -7.29714
H: -7.06991 -1.55828 -4.19516
H: -6.30026 -2.59776 -5.41511
H: -7.71040 -1.70052 -5.85429
C: -1.04128 7.40171 -2.16183
C: -0.27571 6.11702 -2.64813
C: 1.20233 6.07199 -2.31779
C: 1.42458 5.74220 -0.84052
C: 0.78904 4.42169 -0.37166
C: -0.64690 4.17172 -0.86988
N: -0.94952 4.89913 -2.14402
O: -2.06809 4.71907 -2.58668
C: -1.68582 4.66975 0.17952
C: -0.80009 2.65971 -0.93415
C: -0.43418 6.07247 -4.19635
H: -0.62675 8.32934 -2.54766
H: -1.02977 7.42391 -1.07085
H: -2.09630 7.29255 -2.41184
H: 1.80351 6.91031 -2.66243
H: 1.54983 5.23837 -2.94114
H: 0.90045 6.53324 -0.29799
H: 2.50352 5.72104 -0.70252
H: 0.98476 4.23509 0.68118
H: 1.44990 3.74960 -0.93052
H: -1.72805 3.97802 1.01830
H: -2.68250 4.63933 -0.26130
H: -1.46705 5.68905 0.49522
H: -0.21426 2.39839 -1.81634
H: -1.82876 2.32068 -1.04714
H: -0.31229 2.20410 -0.07660
H: -1.48603 6.19880 -4.45359
H: -0.12887 5.13165 -4.65295
H: 0.04834 6.93190 -4.65843
C: -5.11545 -0.13833 2.87521
C: -4.82634 -1.63137 3.27254
C: -5.43820 -2.39018 2.09088
C: -4.98173 -3.87408 2.09257
C: -3.48300 -3.83496 1.80151
C: -2.71828 -3.21279 3.01650
N: -3.36108 -1.89100 3.37997
O: -2.67477 -0.99990 3.81148
C: -1.28982 -3.03037 2.39344
C: -2.66526 -4.16190 4.25345
C: -5.47246 -2.01843 4.59387
H: -4.90798 0.50618 3.73496
H: -6.16807 0.03956 2.66223
H: -4.55356 0.38891 2.10289
H: -5.08837 -2.09668 1.10152
H: -6.52576 -2.39525 2.12762
H: -5.52588 -4.40600 1.31096
H: -5.21712 -4.44194 2.99295
H: -3.20017 -3.41437 0.83848
H: -3.22396 -4.89370 1.72924
H: -0.83619 -4.00117 2.19590
H: -0.56391 -2.49914 3.00516
H: -1.31028 -2.53959 1.42094
H: -2.11089 -5.09061 4.13303
H: -3.66212 -4.56473 4.44053
H: -2.34431 -3.57123 5.11062
H: -6.55131 -2.13247 4.67630
H: -5.18613 -1.22408 5.28596
H: -5.03618 -2.96375 4.91628
C: 3.02213 -1.14981 -2.64063
C: 3.46626 0.16997 -3.33366
C: 4.05232 -0.11463 -4.74015
C: 3.07466 -0.75417 -5.67163
C: 1.89658 0.19178 -6.02629
C: 1.31152 0.91289 -4.75996
N: 2.28523 1.05732 -3.55071
O: 1.84998 1.68114 -2.60777
C: 0.10827 0.05906 -4.32802
C: 0.86156 2.31859 -5.14254
C: 4.47809 0.89040 -2.45329
H: 3.80080 -1.89894 -2.80424
H: 2.23170 -1.62465 -3.21814
H: 2.90625 -0.97095 -1.57482
H: 4.93729 -0.70403 -4.50112
H: 4.41564 0.78257 -5.24922
H: 2.69741 -1.69737 -5.26340
H: 3.66703 -1.17261 -6.48708
H: 1.13380 -0.32991 -6.59723
H: 2.41394 0.92711 -6.64673
H: -0.74040 0.02158 -5.00806
H: -0.18072 0.29460 -3.30238
H: 0.36193 -1.00077 -4.23703
H: 0.38834 2.31369 -6.12099
H: 1.77573 2.91759 -5.17032
H: 0.25159 2.80952 -4.38374
H: 4.79705 1.90880 -2.67331
H: 5.39375 0.29943 -2.49264
H: 4.09145 0.87788 -1.43342
C: 6.46759 -3.66112 5.65702
C: 6.76418 -3.56522 4.16220
C: 6.89330 -5.02011 3.68774
C: 6.87196 -5.23260 2.17459
C: 5.66436 -4.48505 1.61447
C: 5.53315 -2.97427 1.90299
N: 5.73500 -2.76628 3.38498
O: 4.97126 -2.06160 3.99137
C: 4.15453 -2.44544 1.49810
C: 6.64671 -2.10793 1.21513
C: 8.12817 -2.83034 4.05489
H: 6.90563 -4.56827 6.06467
H: 5.39563 -3.69223 5.85980
H: 6.85020 -2.77853 6.16836
H: 6.08827 -5.63839 4.09557
H: 7.76612 -5.49011 4.14156
H: 6.79804 -6.26267 1.83258
H: 7.77680 -4.79572 1.74634
H: 4.74683 -5.06334 1.74036
H: 5.77355 -4.51494 0.52593
H: 4.13739 -1.35929 1.58208
H: 3.38446 -3.03507 1.99541
H: 3.90007 -2.59705 0.44759
H: 7.17962 -1.46473 1.91750
H: 6.19407 -1.47860 0.45209
H: 7.49099 -2.64576 0.78307
H: 8.81607 -3.28033 4.76902
H: 8.03357 -1.77097 4.29068
H: 8.58059 -2.99488 3.07703
C: -1.02012 1.85369 4.25821
C: -0.17262 1.49800 5.49299
C: -0.31065 -0.00574 5.79721
C: 0.50566 -0.94218 4.83313
C: 1.98789 -0.53275 4.73618
C: 2.15463 0.95802 4.41774
N: 1.25736 1.80346 5.30816
O: 1.52006 2.99014 5.38215
C: 1.86753 1.31103 2.97821
C: 3.64332 1.29949 4.81655
C: -0.56087 2.22528 6.81047
H: -0.56120 2.70646 3.75182
H: -2.01148 2.24555 4.48319
H: -1.09135 1.05062 3.52718
H: -1.36679 -0.23432 5.67141
H: 0.05593 -0.26875 6.78957
H: 0.10755 -0.80747 3.82579
H: 0.38915 -1.96693 5.18097
H: 2.41555 -1.10431 3.91128
H: 2.53852 -0.83881 5.62638
H: 0.88627 0.95761 2.66790
H: 2.56773 0.87974 2.26433
H: 1.92387 2.38331 2.78280
H: 3.77434 1.25583 5.89731
H: 3.81627 2.34278 4.54299
H: 4.45687 0.77931 4.31581
H: -0.52641 3.31263 6.84026
H: 0.14853 1.90334 7.57381
H: -1.55688 1.89598 7.10220
B: 0.60156 -0.37259 0.10306
F: 0.12490 -0.36483 -1.18505
F: -0.40536 -0.05118 1.03722
F: 1.13700 -1.63901 0.42682
F: 1.68885 0.51558 0.15495

Properties
M = 1010.3 g mol⁻¹
Total charge = +5
Calculated total energy = -88454.2029 eV

These are the Mulliken partial charges, in e, on atoms 1 to 4: number 1, C, carries -1.021; number 2, C, carries 0.215; number 3, C, carries -0.310; number 4, C, carries -1.219